No. 1
C21H32BBr2N4O6SW as an isolated structure in a non-equilibrium geometry. Source: OMol25; level of theory: the ωB97M-V functional and the def2-TZVPD basis.

Total charge   +1
Frontier orbital gap (spin up / spin down)   3.3 / 3.3 eV

Element x y z (Å)
W: -0.447 -0.275 -0.184
O: 2.570 2.617 -0.197
C: 1.942 1.797 0.424
O: 0.777 1.336 0.033
C: 2.422 1.185 1.750
C: 1.258 1.012 2.753
C: 1.856 0.713 4.137
C: 2.284 -0.756 3.961
C: 1.881 -1.017 2.508
O: 0.672 -0.243 2.361
C: 2.836 -0.304 1.538
C: 2.522 -0.684 0.089
O: 3.309 -0.551 -0.812
O: 1.271 -1.109 -0.101
H: 3.239 1.789 2.143
H: 0.502 1.796 2.720
H: 1.115 0.833 4.925
H: 2.693 1.371 4.357
H: 1.732 -1.420 4.623
H: 3.346 -0.914 4.119
H: 1.716 -2.065 2.263
H: 3.894 -0.477 1.731
B: -3.594 -0.642 0.343
N: -2.790 -1.508 1.334
C: -3.247 -2.279 2.311
C: -2.194 -3.036 2.814
C: -1.098 -2.655 2.067
N: -1.455 -1.708 1.167
N: -2.518 0.417 -0.216
C: -3.036 1.448 -1.000
C: -2.605 2.654 -0.493
C: -1.808 2.366 0.609
N: -1.697 1.009 0.752
H: -3.952 -1.303 -0.571
H: -4.443 -0.058 0.920
H: -4.282 -2.272 2.589
H: -2.229 -3.750 3.609
H: -0.093 -3.037 2.086
H: -3.730 1.230 -1.789
H: -2.847 3.636 -0.847
H: -1.311 3.042 1.279
Br: -1.159 -1.963 -1.918
C: 0.828 -4.381 -0.126
Br: 2.216 -3.739 -1.149
H: -0.107 -4.513 -0.637
H: 1.106 -5.043 0.674
C: -2.345 1.392 -5.763
C: -1.145 1.173 -4.847
C: -0.808 2.411 -4.033
S: 0.278 2.055 -2.603
O: -0.483 0.832 -2.007
C: 1.711 1.268 -3.434
C: 1.643 -0.254 -3.453
C: 2.947 -0.835 -3.990
H: -2.519 0.495 -6.350
H: -2.170 2.222 -6.442
H: -3.246 1.598 -5.196
H: -0.287 0.880 -5.452
H: -1.380 0.357 -4.158
H: -1.712 2.832 -3.592
H: -0.307 3.189 -4.606
H: 2.579 1.595 -2.860
H: 1.772 1.687 -4.437
H: 0.811 -0.605 -4.065
H: 1.500 -0.626 -2.426
H: 3.169 -0.431 -4.974
H: 2.867 -1.916 -4.062
H: 3.765 -0.601 -3.317

No. 2
C9H22InNPS as an isolated structure in a non-equilibrium geometry. Source: OMol25; level of theory: the ωB97M-V functional and the def2-TZVPD basis.

Total charge   -1
Frontier orbital gap   6.8 eV

Element x y z (Å)
C: -0.389 -3.363 1.317
C: 0.400 -2.434 0.417
C: 0.673 -1.071 1.021
C: 1.498 -0.188 0.060
C: 2.734 0.439 0.736
In: 0.374 1.418 -1.004
C: 1.181 1.548 -3.087
N: -1.705 1.087 -1.193
C: -2.271 0.342 -0.368
C: -2.622 0.746 1.055
C: -2.748 -1.069 -0.763
P: 0.947 3.715 0.069
S: -0.395 5.143 -0.201
H: -0.380 -4.357 0.882
H: -1.425 -3.059 1.426
H: 0.069 -3.432 2.297
H: -0.044 -2.369 -0.571
H: 1.371 -2.901 0.271
H: -0.238 -0.594 1.378
H: 1.281 -1.257 1.907
H: 1.886 -0.844 -0.710
H: 2.901 0.033 1.732
H: 3.635 0.247 0.163
H: 2.655 1.515 0.856
H: 1.064 0.551 -3.492
H: 2.216 1.860 -3.124
H: 0.526 2.201 -3.651
H: -3.496 1.387 1.043
H: -1.809 1.302 1.503
H: -2.834 -0.115 1.678
H: -2.135 -1.377 -1.595
H: -2.627 -1.739 0.087
H: -3.793 -1.069 -1.057
H: 1.317 3.615 1.436
H: 2.183 4.092 -0.518

No. 3
One molecule with the formula C5H14N2O in a non-equilibrium geometry. Source: OMol25; level of theory: the ωB97M-V functional and the def2-TZVPD basis.

Structure (SMILES)   NCNCCCCO
Energy relative to the best compared isomer or geometry (same formula, charge and spin)   252.9 kJ/mol
Frontier orbital gap   9.4 eV

Element x y z (Å)
N: 1.198 0.782 -2.511
C: 1.805 0.674 -1.193
N: 1.304 1.588 -0.180
C: -0.084 1.490 0.358
C: -0.941 0.288 0.016
C: -0.424 -1.087 0.495
C: -0.999 -1.570 1.849
O: -2.045 -2.496 1.647
H: 1.015 1.688 -2.940
H: 0.345 0.249 -2.581
H: 2.868 0.910 -1.255
H: 1.757 -0.370 -0.919
H: 1.398 2.529 -0.521
H: -0.651 2.321 -0.073
H: 0.025 1.496 1.440
H: -1.950 0.376 0.459
H: -1.357 0.206 -0.999
H: 0.659 -0.985 0.562
H: -0.627 -1.920 -0.179
H: -0.141 -1.990 2.370
H: -1.385 -0.761 2.469
H: -1.770 -3.419 1.686